A molecular structure, C19H30N6O8PSTb at a distorted geometry. Source: the Open Molecules 2025 dataset; level of theory: wB97M-V/def2-TZVPD.

LUMO level (spin up / spin down) (eV): -0.2 / -0.2
E (hartree): -3236.5721
F_max (eV Å⁻¹): 2.07
Frontier orbital gap (spin up / spin down) (eV): 7.6 / 7.7
ΔE to the lowest compared entry with this formula, charge and spin (eV): 0.172
E_HOMO (spin up / spin down) (eV): -7.8787 / -7.8965
Spin multiplicity: 7

Each line ends with the Mulliken spin population.
Geometry (Å):
1 Tb 1.13236 0.20305 0.76051  6.215
2 N 2.60408 -1.66913 1.71766  -0.016
3 C 3.09376 -1.42517 3.08065  -0.003
4 C 3.12412 0.07625 3.40901  0.002
5 O 3.94236 0.52121 4.20910  -0.001
6 N 2.18626 0.76855 2.75160  -0.020
7 C 2.17624 2.21287 2.99507  -0.006
8 C 1.03068 2.60881 2.07805  0.006
9 O -0.09891 2.79460 2.56487  0.000
10 O 1.24958 2.50627 0.82489  -0.032
11 H 2.06679 -2.55218 1.67524  0.000
12 H 3.38586 -1.73762 1.06116  0.000
13 H 4.09107 -1.84674 3.26106  -0.001
14 H 2.40377 -1.90320 3.78837  0.000
15 H 3.12636 2.67809 2.69674  -0.001
16 H 1.95085 2.47064 4.03751  0.000
17 N 0.46438 -3.73960 2.13405  0.000
18 C -0.59368 -3.72659 1.13087  0.000
19 C -1.25249 -2.35206 0.99983  0.001
20 O -2.47327 -2.29038 0.80614  -0.001
21 O -0.50543 -1.32659 1.09768  -0.037
22 H 0.66696 -4.69629 2.41146  0.000
23 H 0.15284 -3.24685 2.96849  0.000
24 H -1.39360 -4.45596 1.32419  0.000
25 H -0.15773 -3.95138 0.14955  0.000
26 C 3.74975 -0.44533 -7.39432  0.000
27 C 3.28383 -0.43098 -5.96989  0.000
28 C 4.09545 -0.92800 -4.95384  0.000
29 C 3.66446 -0.93466 -3.63745  0.000
30 C 2.40694 -0.43654 -3.33648  0.001
31 C 1.58710 0.06616 -4.32341  0.000
32 C 2.03110 0.06484 -5.63682  0.000
33 S 1.85834 -0.46301 -1.66839  -0.028
34 O 2.88643 0.16500 -0.81276  -0.018
35 O 1.61292 -1.82000 -1.21576  0.001
36 O 0.63331 0.35680 -1.56299  -0.013
37 H 4.82002 -0.27423 -7.45820  0.000
38 H 3.24423 0.31632 -7.98187  0.000
39 H 3.54240 -1.41113 -7.85319  0.000
40 H 5.07785 -1.30466 -5.19570  0.000
41 H 4.29859 -1.30629 -2.85016  0.000
42 H 0.62372 0.46556 -4.05871  0.001
43 H 1.39642 0.46525 -6.41266  0.000
44 C -4.73163 2.10340 0.28063  0.000
45 N -4.27703 0.65400 0.25071  0.000
46 C -4.47123 0.05391 1.64676  0.001
47 N -3.82934 0.83306 2.63631  0.000
48 C -4.27636 2.21397 2.58236  0.000
49 N -4.05124 2.83599 1.28245  0.000
50 C -2.62647 3.02152 1.00274  0.002
51 P -1.67716 1.42914 0.99059  -0.051
52 C -2.85032 0.56258 -0.17391  -0.001
53 C -2.37695 0.73190 2.55489  -0.002
54 H -5.80972 2.08664 0.49038  0.000
55 H -4.54552 2.52075 -0.71600  0.000
56 H -4.85248 0.12176 -0.40809  0.000
57 H -4.05689 -0.96132 1.60083  0.000
58 H -5.55352 0.04115 1.80920  0.000
59 H -3.74331 2.78503 3.34201  0.000
60 H -5.35008 2.24523 2.79834  0.000
61 H -2.19533 3.67470 1.76388  0.000
62 H -2.51972 3.51749 0.03304  0.000
63 H -2.59407 -0.49999 -0.21827  0.001
64 H -2.77897 1.01173 -1.16831  -0.001
65 H -1.92935 1.27223 3.39056  0.001
66 H -2.08938 -0.32056 2.61775  0.001